# C7H20BClN2O7Si2

A structure of composition C7H20BClN2O7Si2 in a non-equilibrium geometry (ωB97M-V/def2-TZVPD, OMol25).

HOMO-LUMO gap: 9.194 eV
total energy: -53850.259 eV
max |F|: 5.6 eV/Å
HOMO energy: -9.4 eV

Atoms and positions in Å:
C 0.50 3.25 0.93
C 1.65 2.42 1.68
O 1.30 2.45 3.11
C 1.66 0.84 1.30
O 0.41 0.19 1.63
Si -0.52 -0.26 0.24
C -0.18 -2.10 -0.17
C 1.39 -2.48 -0.27
O 1.94 -2.83 -1.35
Cl 2.51 -2.47 1.20
O -0.20 0.85 -1.05
Si -0.77 0.28 -2.59
C 0.72 -0.69 -3.39
B -0.99 1.88 -3.75
N 0.23 2.64 -4.25
O -2.27 2.39 -4.17
H 0.67 3.29 -0.21
H 0.41 4.32 1.33
H -0.52 2.75 1.14
H 2.69 2.88 1.51
H 0.32 2.52 3.14
H 2.03 0.65 0.23
H 2.46 0.38 2.00
H -1.94 -0.14 0.61
H -0.78 -2.50 -1.07
H -0.57 -2.70 0.74
H -1.99 -0.52 -2.52
H 1.63 -0.62 -2.68
H 0.44 -1.80 -3.44
H 1.06 -0.24 -4.38
H 0.91 2.00 -4.69
H 0.74 3.00 -3.41
H -2.28 3.33 -3.85
C -1.40 -3.16 4.28
N -2.32 -3.42 3.14
O -2.10 -2.83 2.10
O -3.22 -4.22 3.33
H -0.65 -2.44 3.97
H -2.00 -2.77 5.10
H -0.94 -4.11 4.55